# 1
Entry from OMol25: a cluster of 18 separate species, C24H45Cl34F3O6S2 in total in a non-equilibrium geometry (ωB97M-V/def2-TZVPD).

HOMO: -10.53 eV
DFT total energy: -493488.4789 eV
LUMO level: 0.156 eV

ORCA input file:
```
! wB97M-V def2-TZVPD RIJCOSX def2/J DEFGRID3
* xyz 0 1
C -0.442 3.696 0.639
S 1.216 3.510 0.049
O 2.067 3.622 1.211
O 1.482 4.376 -1.064
C 1.403 1.790 -0.511
C 0.323 1.356 -1.489
C -0.831 0.623 -0.816
C -1.960 0.421 -1.826
O -3.224 0.227 -1.187
C -3.934 1.334 -0.888
F -4.392 1.260 0.377
F -3.218 2.478 -0.993
F -5.009 1.449 -1.704
C -0.323 -0.749 -0.337
S 1.200 -0.548 0.582
O 2.284 -1.193 -0.101
O 0.954 -0.974 1.937
O 1.447 1.025 0.693
H -1.116 3.997 -0.154
H -0.765 2.777 1.115
H -0.342 4.439 1.424
H 2.361 1.808 -1.027
H 0.731 0.712 -2.268
H -0.056 2.238 -2.006
H -1.224 1.175 0.032
H -1.987 1.208 -2.575
H -1.763 -0.500 -2.370
H -0.127 -1.372 -1.200
H -1.039 -1.163 0.357
C 0.001 -3.746 -3.688
Cl 0.989 -3.882 -2.233
Cl -0.586 -2.089 -3.947
H 0.602 -4.026 -4.543
H -0.859 -4.397 -3.595
C -4.029 0.814 3.563
Cl -4.159 1.239 5.272
Cl -2.462 1.280 2.888
H -4.137 -0.259 3.463
H -4.807 1.331 3.014
C -2.125 -3.081 -7.676
Cl -3.064 -2.303 -6.399
Cl -0.759 -4.009 -7.027
H -2.773 -3.756 -8.221
H -1.727 -2.306 -8.323
C 3.857 -1.183 3.555
Cl 3.817 -0.741 5.273
Cl 5.391 -0.738 2.796
H 3.737 -2.256 3.467
H 3.051 -0.669 3.047
C 0.619 -0.256 -7.823
Cl -0.295 -0.649 -9.291
Cl -0.088 1.111 -6.960
H 0.614 -1.122 -7.170
H 1.631 -0.003 -8.112
C 2.881 2.704 6.794
Cl 1.148 2.896 6.489
Cl 3.813 4.070 6.170
H 3.039 2.639 7.863
H 3.217 1.804 6.295
C 5.904 -4.518 1.994
Cl 6.269 -5.944 1.017
Cl 4.171 -4.378 2.333
H 6.431 -4.596 2.934
H 6.215 -3.634 1.450
C 3.541 7.179 8.638
Cl 3.835 5.759 9.648
Cl 4.624 8.516 9.041
H 3.702 6.901 7.604
H 2.519 7.504 8.792
C -3.714 2.479 -7.560
Cl -3.618 0.828 -6.936
Cl -2.547 3.550 -6.773
H -3.500 2.460 -8.622
H -4.711 2.862 -7.379
C -0.720 -3.577 2.572
Cl -1.676 -3.568 1.076
Cl -0.349 -5.219 3.110
H 0.207 -3.049 2.386
H -1.289 -3.072 3.339
C -0.248 6.116 -9.082
Cl -1.101 6.430 -10.599
Cl 0.017 4.391 -8.815
H 0.713 6.613 -9.117
H -0.848 6.501 -8.266
C 7.137 -7.815 4.568
Cl 5.408 -7.491 4.395
Cl 8.118 -6.433 4.056
H 7.350 -8.020 5.607
H 7.397 -8.668 3.955
C 1.487 5.410 4.009
Cl -0.219 5.787 3.689
Cl 2.525 6.817 3.770
H 1.575 5.083 5.038
H 1.799 4.627 3.326
C -7.283 1.111 -3.763
Cl -8.943 1.111 -4.381
Cl -6.090 1.122 -5.066
H -7.144 1.997 -3.156
H -7.137 0.217 -3.170
C -1.865 -2.208 6.449
Cl -3.311 -2.944 5.742
Cl -0.872 -1.421 5.219
H -2.171 -1.464 7.173
H -1.277 -2.984 6.923
C 9.997 -10.744 5.861
Cl 8.906 -11.338 4.603
Cl 9.362 -9.300 6.660
H 10.123 -11.521 6.605
H 10.946 -10.494 5.405
C -11.960 3.088 -5.284
Cl -13.391 2.610 -6.206
Cl -10.784 3.952 -6.281
H -12.272 3.740 -4.478
H -11.490 2.196 -4.891
*
```

# 2
Entry from OMol25: a structure of composition C38H44MnN6O3Te (ωB97M-V/def2-TZVPD).

HOMO (spin up / spin down): -13.70 / -13.74 eV
⟨S²⟩: 8.754
DFT total energy: -93807.0676 eV
LUMO level (spin up / spin down): -5.289 / -5.468 eV

ORCA input file:
```
! wB97M-V def2-TZVPD RIJCOSX def2/J DEFGRID3
* xyz 2 6
Mn 0.285 1.225 0.731
O 1.409 -4.927 -1.900
C 0.965 -4.798 -0.709
O 0.230 -5.562 -0.100
C 1.228 -3.427 -0.089
C 1.930 -2.453 -0.785
C 1.819 -1.139 -0.371
N 1.062 -0.797 0.673
C 0.413 -1.730 1.370
C 0.500 -3.071 1.039
C -0.501 -1.197 2.415
C -0.920 -1.948 3.498
C -1.783 -1.371 4.418
C -2.189 -0.061 4.230
C -1.714 0.627 3.127
N -0.899 0.076 2.226
C 2.414 0.020 -1.097
C 3.556 -0.085 -1.871
C 4.044 1.050 -2.502
C 3.381 2.255 -2.331
C 2.252 2.276 -1.532
N 1.767 1.188 -0.936
H 2.467 -2.727 -1.683
H -0.069 -3.833 1.554
H -0.561 -2.958 3.631
H -2.121 -1.934 5.277
H -2.852 0.429 4.929
H -1.981 1.663 2.960
H 4.069 -1.033 -1.959
H 4.938 0.995 -3.108
H 3.733 3.165 -2.796
H 1.720 3.201 -1.347
C 1.033 5.010 1.965
C 0.650 3.618 1.582
O 1.305 2.618 1.971
N -0.434 3.344 0.836
Te -1.270 4.639 -0.407
C -3.007 5.427 0.479
C -3.378 5.323 1.826
C -2.671 4.537 2.900
C -4.527 6.002 2.224
C -5.305 6.743 1.350
C -6.535 7.463 1.820
C -4.911 6.815 0.018
C -3.769 6.182 -0.437
C -3.403 6.300 -1.896
C -2.030 3.109 -1.623
C -2.987 2.206 -1.157
C -3.596 2.299 0.212
C -3.417 1.203 -2.022
C -2.939 1.101 -3.318
C -3.424 0.023 -4.243
C -2.007 2.037 -3.760
C -1.540 3.052 -2.940
C -0.541 4.033 -3.506
H 2.071 5.051 2.282
H 0.400 5.337 2.795
H 0.869 5.704 1.137
H -1.689 4.162 2.624
H -3.284 3.674 3.176
H -2.574 5.150 3.796
H -4.818 5.944 3.267
H -6.740 7.261 2.869
H -7.405 7.163 1.235
H -6.416 8.540 1.697
H -5.506 7.391 -0.682
H -4.057 7.012 -2.394
H -3.512 5.344 -2.416
H -2.382 6.665 -2.045
H -2.878 2.661 0.944
H -3.963 1.326 0.534
H -4.439 2.995 0.210
H -4.158 0.496 -1.667
H -4.109 -0.659 -3.741
H -2.589 -0.550 -4.651
H -3.948 0.458 -5.095
H -1.639 1.979 -4.778
H -0.446 3.889 -4.580
H 0.452 3.895 -3.073
H -0.835 5.072 -3.345
N -0.650 -5.327 -3.320
C -1.577 -4.446 -2.551
C -1.106 -2.984 -2.556
N -1.706 -2.171 -1.500
H -0.973 -6.292 -3.310
H 0.395 -5.274 -2.793
H -0.569 -5.040 -4.292
H -1.574 -4.827 -1.531
H -2.589 -4.532 -2.950
H -1.346 -2.520 -3.516
H -0.022 -2.953 -2.456
H -1.609 -2.636 -0.604
H -2.697 -2.031 -1.658
*
```

# 3
Entry from OMol25: an isolated molecule of C6H12O2 in a non-equilibrium geometry (ωB97M-V/def2-TZVPD).

HOMO: -9.37 eV
DFT total energy: -10503.9342 eV
LUMO level: 0.994 eV
structure (SMILES): C1CCOCOCC1

ORCA input file:
```
! wB97M-V def2-TZVPD RIJCOSX def2/J DEFGRID3
* xyz 0 1
C -1.435 0.992 0.132
C -1.629 -0.325 -0.431
C -0.653 -1.243 0.099
C 1.697 -1.118 0.165
C 1.410 1.529 -0.081
C 0.041 1.078 -0.507
H -1.622 1.069 1.294
H -2.183 1.826 -0.095
H -1.713 -0.808 -1.543
H -2.662 -0.764 -0.231
H -1.221 -2.214 0.064
H -0.357 -0.999 1.195
H 2.740 -1.683 0.439
H 1.206 -0.926 1.279
H 1.409 1.574 1.168
H 1.851 2.405 -0.511
H 0.098 0.791 -1.612
H 0.218 0.150 0.175
O 0.659 -1.556 -0.564
O 2.146 0.223 -0.432
*
```

These records have energy relative to the best compared isomer or geometry (same formula, charge and spin) values of 0.00; 0.00; 193.08 kcal/mol, in the order they appear.